Record 1
Here is a cluster of 2 separate species, C4H5ClO in total at a distorted geometry from OMol25. Energies are from ωB97M-V/def2-TZVPD.

Output
LUMO energy (spin up / spin down) ... -1.7091 / -1.7084 eV
Molar mass ... 104.5 g/mol
Net charge ... 0
Kohn-Sham gap (spin up / spin down) ... 0.2919 / 0.2919 hartree
E_HOMO (spin up / spin down) ... -9.651 / -9.652 eV
Electronic energy ... -18792.9248 eV

Each line ends with the Löwdin charge.
Cartesian coordinates (Å):
C 1.9572 -1.8308 -0.3505  -0.109
C 0.9321 -1.4418 0.1300  -0.092
C -0.5421 1.2813 0.1305  -0.364
C -1.1269 0.0339 0.6937  -0.471
O -0.1020 1.1302 -1.1866  -0.079
Cl -2.3549 -0.7511 -0.1477  0.748
H 2.8425 -2.2923 -0.6962  -0.016
H 0.2681 1.6234 0.7912  0.129
H -1.3148 2.0646 0.0960  0.138
H -1.0583 -0.1852 1.7480  0.068
H 0.4993 0.3678 -1.2085  0.049

---

Record 2
Here is the molecule C4H5ClS at a distorted geometry from OMol25. Energies are from ωB97M-V/def2-TZVPD.

Output
LUMO energy ... -1.1360 eV
Molar mass ... 120.6 g/mol
Net charge ... 0
SMILES ... C=CC(=S)CCl
Kohn-Sham gap ... 0.2913 hartree
E_HOMO ... -9.062 eV
Electronic energy ... -27585.1717 eV

Each line ends with the Löwdin charge.
Cartesian coordinates (Å):
C -0.3633 2.3686 0.0786  0.065
C 0.7100 1.5246 -0.1486  -0.205
C 0.7132 0.0742 0.1546  -0.818
S 2.0096 -0.8772 -0.1392  0.736
C -0.5874 -0.5353 0.8559  -0.550
Cl -1.9774 -0.7282 -0.3455  0.488
H -0.2344 3.3344 -0.3700  0.056
H -1.2598 2.1161 0.5434  0.031
H 1.5484 1.9035 -0.7101  0.082
H -0.9794 -0.0091 1.7749  0.089
H -0.4474 -1.5218 1.2198  0.024

---

Record 3
Here is a structure of composition C4H5CrO at a distorted geometry from OMol25. Energies are from ωB97M-V/def2-TZVPD.

Output
LUMO energy (spin up / spin down) ... -17.1229 / -17.3402 eV
Molar mass ... 121.1 g/mol
Net charge ... +3
2S+1 ... 5
Kohn-Sham gap (spin up / spin down) ... 0.3064 / 0.2903 hartree
E_HOMO (spin up / spin down) ... -25.460 / -25.241 eV
Electronic energy ... -34657.6643 eV

Each line ends with the Löwdin charge.
Cartesian coordinates (Å):
H 1.1190 -2.2127 0.2227  0.209
C -1.6292 1.2672 -0.4804  0.388
C -0.7351 0.5652 0.2839  0.032
C -0.3069 -0.7302 -0.0622  0.163
C 1.0591 -1.1185 -0.0037  -0.009
O 1.9578 -0.3647 0.4389  -0.075
Cr 3.7325 -0.1586 0.6149  1.636
H -2.0310 0.8453 -1.4035  0.151
H -0.3003 1.0353 1.1690  0.166
H -1.8665 2.3063 -0.2527  0.154
H -0.9993 -1.4345 -0.5268  0.185

---

Record 4
Here is a structure of composition C4H5CrO2 at a distorted geometry from OMol25. Energies are from ωB97M-V/def2-TZVPD.

Output
LUMO energy (spin up / spin down) ... -26.0010 / -23.4464 eV
Molar mass ... 137.1 g/mol
Net charge ... +4
2S+1 ... 4
Kohn-Sham gap (spin up / spin down) ... 0.1450 / 0.2414 hartree
E_HOMO (spin up / spin down) ... -29.946 / -30.016 eV
Electronic energy ... -36679.9758 eV

Each line ends with the Löwdin charge.
Cartesian coordinates (Å):
H -1.3551 1.4081 0.6241  0.268
C 0.4716 0.5062 0.0730  0.030
C -0.8563 1.0130 -0.3009  0.093
O -1.4126 0.7919 -1.3613  0.096
Cr -2.9610 1.0804 -2.3220  2.042
H 1.2333 1.2699 0.2645  0.238
O 0.6123 -1.2937 1.9581  0.461
C 0.6614 -0.7633 0.8439  -0.075
C 0.9746 -0.9019 -0.5192  0.192
H 0.3696 -0.6902 2.6925  0.251
H 0.2388 -1.4420 -1.1304  0.192
H 2.0234 -0.9784 -0.8224  0.213

---

Record 5
Here is a structure of composition C4H5CsO6 at a distorted geometry from OMol25. Energies are from ωB97M-V/def2-TZVPD.

Output
LUMO energy ... -1.5054 eV
Molar mass ... 282.0 g/mol
Net charge ... 0
Kohn-Sham gap ... 0.1976 hartree
E_HOMO ... -6.882 eV
Electronic energy ... -17061.7023 eV

Each line ends with the Löwdin charge.
Cartesian coordinates (Å):
C 0.3094 1.1782 0.0537  -0.247
C -1.1899 1.0096 0.1460  -0.172
O 1.0031 -0.0491 -0.0125  -0.069
H 0.6534 1.6883 0.9633  0.112
H 0.5583 1.8183 -0.8091  0.111
H -1.6887 1.7860 -0.4514  0.128
H -1.5246 1.0950 1.1898  0.126
O 6.8363 0.3129 0.0183  0.204
O 6.4721 -1.9343 0.4393  0.205
C 6.5874 -0.7992 0.2329  -0.409
O -1.5186 -0.2825 -0.3597  -0.038
C -2.7965 -0.6890 -0.2882  -0.827
O -3.6730 0.0602 0.2079  -0.073
O -3.0433 -1.8344 -0.7401  -0.082
Cs -7.3652 -2.6063 -0.3657  0.954
H 0.3797 -0.7539 -0.2244  0.077

---

Record 6
Here is a structure of composition C4H5DyLiO3 at a distorted geometry from OMol25. Energies are from ωB97M-V/def2-TZVPD.

Output
LUMO energy (spin up / spin down) ... -12.9359 / -15.8649 eV
Molar mass ... 270.5 g/mol
Net charge ... +3
2S+1 ... 6
Kohn-Sham gap (spin up / spin down) ... 0.3684 / 0.2089 hartree
E_HOMO (spin up / spin down) ... -22.962 / -21.550 eV
Electronic energy ... -34626.1889 eV

Each line ends with the Löwdin charge.
Cartesian coordinates (Å):
Dy -1.3758 -0.7121 -2.4289  2.037
O 0.2221 0.5981 -1.0015  -0.218
C 1.6317 0.8900 -1.1573  0.069
H 1.7236 1.9799 -1.1444  0.138
H 2.1910 0.4696 -0.3165  0.130
H 1.8995 0.4482 -2.1195  0.124
C -1.1575 -1.7159 1.1288  0.272
C -1.3732 -0.4798 0.6608  -0.193
O -2.0287 -0.0833 -0.4499  -0.245
C -0.3250 0.7071 0.2190  -0.387
O 0.2554 1.2880 1.1043  0.091
Li 0.3928 1.0557 2.9731  0.906
H -0.2781 -1.8956 1.7445  0.132
H -1.7777 -2.5496 0.7874  0.143

---

Record 7
Here is a structure of composition C4H5DyO2 at a distorted geometry from OMol25. Energies are from ωB97M-V/def2-TZVPD.

Output
LUMO energy (spin up / spin down) ... -4.7302 / -4.6551 eV
Molar mass ... 247.6 g/mol
Net charge ... +1
2S+1 ... 7
Kohn-Sham gap (spin up / spin down) ... 0.2713 / 0.2374 hartree
E_HOMO (spin up / spin down) ... -12.114 / -11.114 eV
Electronic energy ... -32392.3118 eV

Each line ends with the Löwdin charge.
Cartesian coordinates (Å):
O 1.3468 2.2615 -0.8081  -0.087
C 0.4194 1.2647 -1.1249  -0.346
H 1.6825 1.3090 0.2780  0.244
H 0.3753 0.7625 -2.1164  0.126
H -0.5759 1.6724 -0.8402  0.127
C 0.8804 0.1697 -0.1500  -0.155
C -0.0629 -0.9416 0.0157  -0.092
C -0.3154 -1.5174 1.1759  -0.171
O -0.8606 -1.8929 2.1503  -0.006
Dy -4.1550 -1.4882 2.6066  1.095
H 1.8809 -0.2327 -0.3583  0.121
H -0.6156 -1.3672 -0.8286  0.143

---

Record 8
Here is the molecule C4H5F at a distorted geometry from OMol25. Energies are from ωB97M-V/def2-TZVPD.

Output
LUMO energy ... 0.8518 eV
Molar mass ... 72.1 g/mol
Net charge ... 0
SMILES ... CC#CCF
Kohn-Sham gap ... 0.3778 hartree
E_HOMO ... -9.428 eV
Electronic energy ... -6943.3909 eV

Each line ends with the Löwdin charge.
Cartesian coordinates (Å):
C 2.0088 0.4207 0.0130  -0.102
C 0.7078 -0.2708 -0.1790  -0.024
C -0.5755 -0.3597 -0.2110  -0.008
C -1.9503 -0.3944 0.0479  -0.270
F -2.4006 0.9123 -0.1142  -0.054
H 2.1322 1.4580 -0.0838  0.060
H 2.3249 0.1407 0.9719  0.053
H 2.6279 -0.0436 -0.7997  0.089
H -2.4880 -1.0911 -0.6532  0.123
H -2.3871 -0.7720 1.0081  0.131

---

Record 9
Here is a structure of composition C4H5F2FeN2O4S from OMol25. Energies are from ωB97M-V/def2-TZVPD.

Output
LUMO energy (spin up / spin down) ... 0.3853 / -1.8583 eV
Molar mass ... 271.0 g/mol
Net charge ... 0
2S+1 ... 6
Kohn-Sham gap (spin up / spin down) ... 0.3720 / 0.3061 hartree
E_HOMO (spin up / spin down) ... -9.738 / -10.187 eV
Electronic energy ... -66054.5664 eV

Each line ends with the Löwdin charge.
Cartesian coordinates (Å):
Fe -0.1503 1.3107 0.1103  1.015
O 1.1832 2.4925 0.9342  -0.383
S 1.6940 2.5518 -0.5310  0.355
O 2.7745 3.4349 -0.7629  -0.235
O 1.8788 1.0965 -0.8347  -0.376
O 0.3777 2.8439 -1.2281  -0.368
F -1.9520 1.2503 1.5048  -0.101
C -2.1841 1.4851 0.0935  -0.288
F -2.8848 0.4085 -0.3413  -0.016
H -2.8252 2.3617 0.0229  0.109
N 0.4279 -1.4602 -0.8637  0.026
C 0.5307 -2.7672 -0.5899  -0.059
C 0.1314 -2.9444 0.7172  -0.037
C -0.1866 -1.6623 1.1699  -0.096
N -0.0049 -0.7715 0.2020  -0.064
H 0.7692 -0.9602 -1.6707  0.161
H 0.8859 -3.4615 -1.3315  0.128
H 0.0841 -3.8665 1.2668  0.104
H -0.5496 -1.3420 2.1322  0.124

---

Record 10
Here is the molecule C4H5F2NO at a distorted geometry from OMol25. Energies are from ωB97M-V/def2-TZVPD.

Output
LUMO energy ... 0.5805 eV
Molar mass ... 121.1 g/mol
Net charge ... 0
Kohn-Sham gap ... 0.3605 hartree
E_HOMO ... -9.230 eV
Electronic energy ... -13197.0207 eV

Each line ends with the Löwdin charge.
Cartesian coordinates (Å):
C -0.0917 -1.8290 1.2149  -0.087
C -1.2300 -2.3397 -1.6961  -0.126
C -1.3980 -0.5515 -0.1995  -0.144
C 1.0255 0.2218 0.4388  -0.010
N -0.1005 -0.7497 0.4859  -0.157
O -1.4597 -1.0836 -1.5555  -0.030
F 1.1181 -1.9472 1.8263  -0.034
F -1.2868 -2.5639 -2.9945  0.043
H -2.1724 -1.1192 0.5644  0.177
H -1.6284 0.4914 -0.1741  0.119
H 1.1106 0.6844 -0.5046  0.074
H 0.9134 1.0288 1.1902  0.102
H 1.9413 -0.2196 0.7686  0.072

---

- Which value of molar mass does entry 6 give?
  270.5 g/mol

---

- Look up the molar mass of the eighth one.
  72.1 g/mol